Molecular formula: C3H7OS
Method: DFT, ωB97M-V/def2-TZVPD

Properties
energy relative to the best compared isomer or geometry (same formula, charge and spin) = 17.1 kcal per mole
lowest unoccupied orbital energy = 0.1276 hartree
HOMO-LUMO gap = 0.2208 Eh

The geometry in ORCA input format:
```
! wB97M-V def2-TZVPD RIJCOSX def2/J DEFGRID3
* xyz -1 1
H -0.837 0.021 1.426
C -0.207 -0.293 0.601
H 2.001 1.610 4.171
O -1.904 0.009 -1.054
H 0.323 0.438 -2.450
H -0.100 -1.274 -2.479
H 1.289 -0.726 -1.521
H 0.840 -0.366 0.860
H -2.367 0.358 -0.290
C -0.607 -0.263 -0.661
C 0.283 -0.470 -1.845
S 1.287 0.954 3.242
*
```

Atomic partial charges in e from the Löwdin method, atoms 1 to 6: atom 1 (H): 0.031, atom 2 (C): -0.018, atom 3 (H): -0.496, atom 4 (O): -0.006, atom 5 (H): 0.077, atom 6 (H): 0.073